Record 1
Entry from the Open Molecules 2025 dataset: one molecule with the formula CHBrN4 in a non-equilibrium geometry (wB97M-V/def2-TZVPD).

Geometry (Å):
1 C -0.0596 0.4228 0.0081
2 N -1.0966 1.2092 0.0139
3 N 1.0749 1.1621 -0.0008
4 N -0.5929 2.4547 0.0016
5 N 0.6320 2.4882 -0.0045
6 Br 3.0609 -0.0015 0.0012
7 H -0.1179 -0.6420 0.0077

* spin multiplicity: 1
* HOMO energy: -11.1 eV
* charge: 0
* structure (SMILES): Brn1cnnn1
* LUMO level: -0.143 Ha
* relative energy (zero: lowest compared OMol25 entry of this formula, charge and spin): 1.488 eV
* largest force on an atom: 3.97 eV Å⁻¹

Record 2
Entry from the Open Molecules 2025 dataset: a 23-piece molecular cluster, C11H68NO22 overall in a non-equilibrium geometry (wB97M-V/def2-TZVPD).

Geometry (Å):
1 C -0.4558 -20.6264 -40.3083
2 C -0.6564 -21.5080 -41.5794
3 C 0.5795 -21.7839 -42.3127
4 C 0.3451 -22.2025 -43.7563
5 N 1.4686 -22.9367 -44.3553
6 C 2.8109 -22.2727 -44.0090
7 C 3.8827 -22.5195 -45.1840
8 C 2.9221 -23.0358 -46.3327
9 C 1.5008 -22.6867 -45.9174
10 C 1.5465 -24.3674 -43.9534
11 C 0.4073 -25.2318 -44.4854
12 C 0.2694 -26.5816 -43.8501
13 H -0.0702 -19.7140 -40.7370
14 H 0.3109 -20.8336 -39.6270
15 H -1.3206 -20.4855 -39.6721
16 H -1.4134 -21.2102 -42.2071
17 H -1.1408 -22.5485 -41.3798
18 H 1.2186 -22.3825 -41.6984
19 H 1.1803 -20.9056 -42.1436
20 H 0.2593 -21.3032 -44.3670
21 H -0.4630 -22.7408 -43.7953
22 H 3.2192 -22.6059 -43.0954
23 H 2.8607 -21.0984 -44.3133
24 H 4.4891 -23.3331 -45.0056
25 H 4.4488 -21.5144 -45.6100
26 H 3.0525 -24.1069 -46.0555
27 H 3.3697 -22.6114 -47.2653
28 H 0.7338 -23.0853 -46.5826
29 H 1.3480 -21.6816 -46.2197
30 H 1.4230 -24.4047 -42.9477
31 H 2.5380 -24.6826 -44.1341
32 H 0.4952 -25.1800 -45.6462
33 H -0.6568 -24.7901 -44.4061
34 H -0.6154 -27.0416 -44.3115
35 H -0.0473 -26.2216 -42.8774
36 H 1.1235 -27.0588 -43.8666
37 O -1.8542 -25.3088 -40.7658
38 H -1.0127 -25.6970 -40.5073
39 H -2.5512 -25.9462 -40.5872
40 O 0.9245 -22.7401 -49.4422
41 H 1.2395 -23.5235 -49.3162
42 H 0.8043 -22.8422 -50.4001
43 O 4.3407 -23.3956 -49.7782
44 H 4.3660 -23.7674 -50.7112
45 H 4.3000 -24.1912 -49.3254
46 O 4.5576 -25.7278 -43.1650
47 H 4.4495 -26.3206 -42.3840
48 H 4.3267 -26.3868 -43.9656
49 O 6.1415 -22.5251 -48.7584
50 H 5.3256 -22.9154 -48.8016
51 H 6.2244 -22.2176 -47.8686
52 O 3.9908 -18.5655 -43.8589
53 H 3.0687 -18.2750 -44.0988
54 H 4.3865 -17.6850 -44.0061
55 O 4.4006 -19.4309 -46.7220
56 H 4.3464 -18.9011 -45.8921
57 H 5.0824 -18.9292 -47.0086
58 O -2.0087 -17.9249 -41.4092
59 H -1.6018 -17.0402 -41.6870
60 H -2.6322 -18.2381 -41.9759
61 O 6.2968 -22.1318 -43.9276
62 H 7.1280 -22.2709 -43.7584
63 H 6.5132 -22.1015 -44.7760
64 O -1.4172 -22.3197 -48.1740
65 H -0.7294 -22.6603 -48.6290
66 H -1.6448 -23.0952 -47.5374
67 O -3.5455 -19.6599 -43.0453
68 H -2.9731 -19.7978 -43.7654
69 H -3.8762 -20.4275 -42.6752
70 O -1.9795 -24.1563 -46.2507
71 H -2.1329 -25.0586 -46.6137
72 H -2.4483 -24.0421 -45.3732
73 O 5.4571 -25.3686 -47.0568
74 H 6.3745 -25.0947 -46.8951
75 H 5.4281 -26.3793 -46.8432
76 O 6.4756 -21.1887 -46.3469
77 H 6.0023 -20.3425 -46.3671
78 H 7.4230 -20.6978 -46.4379
79 O -0.0285 -18.8093 -43.5006
80 H -0.4420 -18.7015 -42.7491
81 H -0.5875 -18.6149 -44.1827
82 O 3.7207 -27.5501 -45.1052
83 H 4.4598 -27.9891 -45.5922
84 H 3.0382 -28.3134 -44.8292
85 O 0.4322 -26.3709 -40.0255
86 H 1.3386 -26.2646 -40.1128
87 H 0.0984 -26.3532 -39.2097
88 O -2.4918 -19.4181 -37.1002
89 H -2.4446 -20.3513 -36.9916
90 H -2.9247 -19.4967 -37.9888
91 O 1.8889 -27.1499 -47.1556
92 H 1.3289 -27.9521 -47.1478
93 H 2.5075 -27.2722 -46.4268
94 O -4.0006 -18.9930 -39.4573
95 H -4.3538 -18.0942 -39.4536
96 H -3.3625 -18.8518 -40.0427
97 O -3.4052 -24.6705 -43.0596
98 H -3.8762 -23.7640 -42.9215
99 H -2.8127 -24.7041 -42.2985
100 O 2.1876 -19.2654 -38.5041
101 H 1.8246 -18.9338 -39.3655
102 H 2.7891 -19.9563 -38.7704

* spin multiplicity: 1
* HOMO energy: -11.9 eV
* charge: +1
* LUMO level: -0.099 Ha
* relative energy (zero: lowest compared OMol25 entry of this formula, charge and spin): 2.693 eV
* largest force on an atom: 8.71 eV Å⁻¹

Record 3
Entry from the Open Molecules 2025 dataset: C46H35BaNO5P2 as an isolated structure in a non-equilibrium geometry (wB97M-V/def2-TZVPD).

Geometry (Å):
1 Ba 0.5248 1.9204 -1.4463
2 O 3.4455 7.5620 -5.4446
3 C 4.1232 6.7662 -4.7813
4 O 5.3192 6.6129 -4.5287
5 C 3.2976 5.6443 -4.0124
6 C 4.0141 4.8954 -3.0854
7 C 3.3934 3.9200 -2.3056
8 N 2.1118 3.6406 -2.4667
9 C 1.3657 4.3440 -3.3776
10 C 1.9033 5.3329 -4.1935
11 C -0.2219 4.0117 -3.5010
12 O -1.1108 4.7254 -3.8608
13 O -0.5674 2.8101 -3.1853
14 H 5.0884 5.0336 -2.9937
15 H 3.9545 3.3395 -1.5765
16 H 1.2272 5.9045 -4.8602
17 C -2.6215 -4.5918 3.1370
18 C -1.2314 -3.9410 2.9812
19 C -0.1947 -4.7227 3.8409
20 C -1.2532 -2.4971 3.4020
21 C -1.6326 -2.1451 4.6954
22 C -1.5406 -0.8505 5.1935
23 C -1.1920 0.1598 4.2813
24 C -0.9039 -0.1281 2.9730
25 P -0.5300 1.1119 1.6442
26 C -0.4966 2.6232 2.6450
27 C -1.6650 3.2968 3.0485
28 C -1.5425 4.4228 3.8821
29 C -0.2671 4.7815 4.3703
30 C 0.8502 4.0346 4.0399
31 C 0.7216 2.9603 3.1903
32 C -2.2064 1.2466 0.9576
33 C -2.4509 2.1472 -0.0854
34 C -3.7194 2.4985 -0.4448
35 C -4.8221 2.0601 0.3026
36 C -4.5475 1.2263 1.3575
37 C -3.2965 0.7909 1.6790
38 C -0.9081 -1.4499 2.5538
39 O -0.5458 -1.6680 1.2269
40 C -0.5507 -2.9384 0.7121
41 C -0.2965 -3.0213 -0.6447
42 C -0.2422 -4.2855 -1.2567
43 C -0.5394 -5.3976 -0.4850
44 C -0.8468 -5.2984 0.8596
45 C -0.8519 -4.0413 1.5087
46 P 0.0459 -1.4223 -1.5631
47 C 1.8266 -1.1495 -1.2769
48 C 2.5259 -1.7596 -0.2238
49 C 3.8853 -1.5373 -0.0689
50 C 4.5818 -0.7412 -0.9517
51 C 3.9158 -0.1107 -1.9911
52 C 2.5486 -0.3498 -2.1680
53 C 0.1014 -2.0678 -3.2390
54 C 1.2070 -2.8258 -3.6109
55 C 1.1686 -3.5870 -4.7462
56 C 0.0479 -3.5810 -5.5303
57 C -1.0286 -2.7986 -5.1974
58 C -1.0557 -2.0566 -4.0162
59 H -2.9710 -4.5651 4.1652
60 H -2.5760 -5.6165 2.7511
61 H -3.3734 -4.1402 2.5079
62 H -0.3573 -4.6900 4.8953
63 H 0.7558 -4.2587 3.6071
64 H -0.1622 -5.7463 3.5384
65 H -1.8661 -2.9700 5.4035
66 H -1.8203 -0.6254 6.2171
67 H -1.2212 1.2213 4.5882
68 H -2.6114 2.9325 2.6803
69 H -2.3874 5.0333 4.2021
70 H -0.1579 5.6270 5.0487
71 H 1.8085 4.2667 4.4806
72 H 1.5645 2.3958 2.8561
73 H -1.6877 2.7123 -0.6059
74 H -3.9096 3.2046 -1.2642
75 H -5.8348 2.3631 0.0757
76 H -5.3565 0.9021 2.0303
77 H -3.2068 0.1422 2.5469
78 H 0.0738 -4.3772 -2.3162
79 H -0.5737 -6.3609 -0.9537
80 H -1.1287 -6.2133 1.4202
81 H 2.0240 -2.4214 0.4521
82 H 4.3971 -2.0531 0.7657
83 H 5.6399 -0.6362 -0.8300
84 H 4.3690 0.5410 -2.6956
85 H 2.0744 0.0822 -3.0066
86 H 2.0259 -2.9113 -2.9207
87 H 2.0062 -4.2131 -4.9840
88 H 0.0150 -4.1370 -6.4713
89 H -1.9245 -2.8426 -5.8142
90 H -1.9436 -1.5057 -3.7328

* spin multiplicity: 1
* HOMO energy: -7.1 eV
* charge: 0
* LUMO level: -0.014 Ha
* relative energy (zero: lowest compared OMol25 entry of this formula, charge and spin): 0.000 eV
* largest force on an atom: 2.95 eV Å⁻¹

| no. | E_tot (Eh) |
| --- | --- |
| 1 | -2831.599567 |
| 2 | -2169.354817 |
| 3 | -2913.102943 |